Here is a cluster of 2 separate species, C6H13NO in total at a distorted geometry from OMol25. Energies are from the ωB97M-V functional and the def2-TZVPD basis.

Results
LUMO energy (Ha): 0.0232
HOMO energy (eV): -7.709
HOMO-LUMO gap (Ha): 0.306
Charge: 0
SMILES string: C/C=C(N)/C=C/C.O
Electronic energy (Eh): -366.365257
Energy above the lowest of the compared OMol25 structures with the same formula, charge and spin (eV): 1.868

Each line ends with the Löwdin charge.
Cartesian coordinates (Å):
C  0.88  -1.89  1.79  -0.109
N  1.33  0.76  0.45  0.098
C  0.06  0.22  0.73  -0.382
C  -0.18  -0.97  1.28  -0.133
C  -2.83  1.73  -1.39  -0.103
C  -1.83  0.76  -0.79  -0.148
C  -1.03  1.06  0.21  -0.107
H  1.89  -1.61  1.48  0.053
H  0.72  -2.92  1.50  0.062
H  1.05  -1.81  2.87  0.074
H  1.24  1.43  -0.30  0.079
H  2.01  0.04  0.23  0.039
H  -1.20  -1.30  1.39  0.101
H  -2.41  2.68  -1.67  0.070
H  -3.58  1.92  -0.61  0.076
H  -3.40  1.26  -2.17  0.060
H  -1.83  -0.26  -1.17  0.109
H  -1.02  2.08  0.60  0.118
H  4.06  -0.71  -1.41  0.054
H  2.95  -1.72  -1.52  0.046
O  3.09  -0.77  -1.49  -0.057